{"formula": "C22H29N6O8", "method": "ωB97M-V with the def2-TZVPD basis set", "e_homo_ev": -11.56, "largest_force_ev_per_a": 3.676, "charge": 1, "orbital_gap_ev": 8.55, "symbols": ["O", "O", "O", "O", "O", "O", "O", "O", "C", "C", "C", "C", "C", "C", "C", "C", "C", "C", "C", "C", "C", "C", "C", "C", "N", "N", "N", "N", "N", "N", "C", "C", "C", "C", "C", "C", "H", "H", "H", "H", "H", "H", "H", "H", "H", "H", "H", "H", "H", "H", "H", "H", "H", "H", "H", "H", "H", "H", "H", "H", "H", "H", "H", "H", "H"], "positions_angstrom": [[-2.90272, -4.53416, 3.79743], [1.05467, 1.18696, -6.59188], [1.85157, -2.74630, -4.56420], [-3.83897, -1.63636, 8.24858], [-4.26735, 0.33723, 9.07286], [-3.33597, -4.00858, 1.64485], [0.67103, -0.99086, 0.63102], [0.27460, -0.90571, 5.41592], [-2.65840, -3.86757, 2.80630], [2.17417, 1.40863, -6.15290], [1.84453, -1.68618, -5.17834], [0.13440, 2.92857, -0.00480], [-1.57699, 2.08659, 6.45832], [-0.63249, 1.26060, 5.84505], [0.48128, -0.95389, 3.02670], [-0.97037, -2.35889, 1.70572], [-1.14230, -2.36536, 4.11272], [-2.56443, 1.53134, 7.27543], [-1.64328, -0.66780, 6.88580], [0.06380, -1.42360, 1.77949], [-0.13405, -1.39902, 4.20268], [-0.66453, -0.12236, 6.04008], [-1.58252, -2.85579, 2.87230], [-2.62410, 0.14096, 7.50537], [0.75776, 2.02920, 0.70536], [1.60368, -1.61466, -6.48987], [-0.38743, 2.67103, -1.19062], [2.70431, 0.74488, -5.11954], [-3.63624, -0.41873, 8.32297], [0.03489, 4.12770, 0.49684], [3.03542, 2.47733, -6.78258], [1.31166, -2.76122, -7.35104], [-0.35601, 1.39633, -1.93033], [0.95393, 1.21539, -2.71050], [0.82759, -0.00194, -3.63396], [2.11728, -0.40073, -4.37759], [-3.98244, -4.70996, 1.82545], [0.69644, -1.73933, 0.00381], [-1.54711, 3.16202, 6.30819], [0.14181, 1.68774, 5.21885], [1.29919, -0.24855, 3.09920], [-1.30517, -2.72672, 0.73979], [-1.59820, -2.74741, 5.02101], [-3.29340, 2.19503, 7.73503], [-1.63271, -1.73896, 7.06368], [1.14839, 2.25884, 1.59736], [0.76410, 1.06479, 0.39848], [1.51184, -0.68773, -6.88656], [-0.85671, 3.43282, -1.65128], [3.64542, 1.01204, -4.87090], [-0.43762, 4.85286, -0.01371], [0.42195, 4.33132, 1.39964], [2.47597, 2.95349, -7.58739], [3.93612, 2.02311, -7.19250], [3.30176, 3.22443, -6.03792], [1.91765, -3.62015, -7.05435], [1.52959, -2.51401, -8.39107], [0.25787, -3.03235, -7.26408], [-1.18620, 1.39304, -2.64083], [-0.50114, 0.55527, -1.25064], [1.14533, 2.10744, -3.30824], [1.77747, 1.06275, -2.01224], [0.04023, 0.19111, -4.36498], [0.50907, -0.85592, -3.03302], [2.84203, -0.71008, -3.62446]], "forces_ev_per_a": [[-0.10, 0.50, -1.20], [-0.29, -0.26, 0.14], [-0.04, 0.26, 0.23], [0.43, 1.41, -0.06], [0.88, -0.77, -1.07], [0.59, 0.29, 0.48], [0.43, -0.04, -0.66], [0.28, -0.21, -0.05], [-0.46, -1.10, 1.71], [-0.57, 0.73, -0.82], [0.10, -0.95, 0.08], [-0.22, -0.52, -0.70], [-0.03, -0.79, 0.14], [-0.18, -0.04, 0.12], [0.03, 0.21, 0.00], [-0.24, -0.13, 0.30], [-0.21, -0.18, 0.14], [-0.30, -0.17, 0.26], [-0.22, -0.23, 0.11], [-0.82, -0.94, 1.15], [-0.66, -0.76, -1.45], [-1.30, 1.05, 0.98], [1.26, 1.49, -0.77], [2.61, 1.51, -2.11], [0.42, -1.49, -0.05], [0.20, 0.66, -0.67], [-0.48, -0.35, -0.52], [0.63, -0.84, 1.00], [-2.02, -1.18, 1.78], [-0.31, 1.91, 0.39], [-0.04, -0.05, 0.06], [0.01, -0.04, 0.47], [0.65, 0.04, -0.23], [-0.26, -0.37, -0.23], [-0.12, 0.12, 0.04], [-0.35, 0.72, -0.24], [-0.01, 0.00, -0.12], [0.01, 0.54, 0.30], [-0.02, -0.21, 0.04], [0.01, -0.05, 0.00], [0.07, 0.01, -0.01], [0.03, 0.06, 0.05], [0.01, 0.01, -0.19], [0.09, -0.31, -0.01], [-0.13, 0.16, 0.05], [0.06, -0.08, 0.17], [0.18, -0.23, 0.26], [-0.20, -0.21, 0.00], [0.00, 0.03, 0.00], [-0.08, -0.21, 0.01], [0.08, 0.17, 0.19], [-0.07, 0.23, 0.01], [0.05, -0.11, 0.14], [0.14, 0.10, 0.02], [0.19, 0.09, -0.01], [-0.08, 0.17, 0.02], [0.01, 0.11, 0.19], [0.05, -0.09, -0.05], [-0.03, 0.14, 0.26], [-0.14, 0.10, 0.11], [0.09, 0.07, 0.09], [0.17, 0.14, 0.04], [0.00, -0.01, -0.05], [0.06, -0.18, -0.12], [0.17, 0.11, -0.16]]}

***

{"formula": "C22H29NO2", "method": "ωB97M-V with the def2-TZVPD basis set", "e_homo_ev": -5.97, "largest_force_ev_per_a": 2.242, "orbital_gap_ev": 4.69, "symbols": ["C", "C", "C", "N", "C", "C", "C", "C", "C", "C", "C", "C", "C", "C", "C", "H", "H", "H", "H", "H", "H", "H", "H", "H", "H", "H", "H", "H", "H", "H", "H", "H", "H", "C", "C", "C", "C", "C", "O", "C", "C", "O", "C", "H", "H", "H", "H", "H", "H", "H", "H", "H", "H", "H"], "positions_angstrom": [[2.21018, 3.14590, 4.65991], [2.68830, 3.40422, 3.23196], [2.90025, 2.11447, 2.45013], [1.75077, 1.22107, 2.57031], [1.24226, 0.64527, 1.49784], [0.11770, -0.21929, 1.52769], [0.18212, -1.52980, 1.10177], [-0.84904, -2.49596, 1.38813], [-0.61169, -3.89189, 1.27277], [-1.63071, -4.81063, 1.50542], [-2.90634, -4.37203, 1.89989], [-3.13405, -3.00385, 2.09194], [-2.11865, -2.07918, 1.85849], [1.39679, 0.86043, 3.94757], [1.09517, 2.10690, 4.77583], [3.06912, 2.80166, 5.24830], [1.87508, 4.08804, 5.09880], [1.97452, 4.03837, 2.69182], [3.64570, 3.93330, 3.25222], [3.06132, 2.30598, 1.38344], [3.77315, 1.58846, 2.86695], [1.68448, 0.91353, 0.53037], [-0.81563, 0.22115, 1.89607], [1.09716, -1.87447, 0.60493], [0.40137, -4.22325, 1.03033], [-1.43263, -5.87966, 1.40369], [-3.71124, -5.08987, 2.06079], [-4.10349, -2.64783, 2.44309], [-2.29214, -1.02078, 2.05492], [0.56553, 0.14618, 3.96838], [2.28267, 0.37890, 4.39330], [0.99014, 1.80914, 5.82434], [0.13291, 2.53075, 4.46154], [-1.12878, 1.06619, -6.06377], [-0.69282, 0.39208, -4.76267], [0.54945, -0.45321, -5.05461], [-0.40579, 1.45506, -3.68900], [-0.04757, 0.87813, -2.29987], [0.76005, 1.47064, -1.56647], [-0.70634, -0.33384, -1.93410], [-1.53800, -1.09610, -2.81715], [-2.01418, -2.19349, -2.49833], [-1.83807, -0.46586, -4.19662], [-2.01677, 1.69132, -5.91482], [-0.32343, 1.70125, -6.45251], [-1.36025, 0.31500, -6.82849], [0.92948, -0.96352, -4.16359], [0.31652, -1.20740, -5.81762], [1.34577, 0.18729, -5.45543], [0.39011, 2.13518, -4.01828], [-1.33120, 2.04342, -3.56549], [-0.59064, -0.69316, -0.91895], [-2.70356, 0.20595, -4.06554], [-2.12507, -1.25015, -4.90957]], "forces_ev_per_a": [[0.25, 0.00, 0.15], [-0.28, 0.12, -0.24], [0.44, 0.17, -0.03], [-0.60, -1.01, -1.32], [1.01, 1.17, 0.57], [-0.78, -1.92, -0.25], [0.65, 2.03, 0.69], [-1.32, -1.14, 0.39], [-0.01, 0.86, -0.06], [-0.30, 0.12, 0.26], [0.51, 0.23, -0.21], [0.22, 0.03, 0.02], [0.34, -0.43, -0.18], [-0.06, 0.04, 0.56], [-0.25, 0.14, -0.18], [-0.07, 0.03, 0.02], [0.09, -0.08, 0.06], [0.07, -0.11, 0.08], [-0.17, 0.04, -0.03], [0.05, -0.04, 0.29], [-0.19, 0.00, -0.18], [0.00, -0.11, -0.01], [0.47, -0.35, 0.29], [-0.30, 0.07, 0.26], [-0.39, 0.01, -0.15], [-0.06, 0.36, -0.01], [0.26, 0.19, -0.02], [0.24, -0.15, -0.14], [-0.17, -0.37, -0.20], [0.29, 0.21, -0.22], [-0.16, -0.04, -0.31], [-0.07, 0.00, -0.17], [0.15, -0.04, 0.00], [-0.01, 0.03, 0.00], [-0.10, -0.08, 0.51], [0.08, -0.02, -0.12], [0.22, 0.06, 0.15], [-1.18, -1.46, -0.50], [0.68, 0.69, 0.63], [0.02, 0.76, -0.63], [0.40, 0.44, 0.32], [-0.20, 0.09, -0.35], [0.01, -0.20, -0.03], [0.09, -0.08, -0.01], [-0.11, -0.04, 0.04], [-0.01, 0.09, 0.09], [-0.12, 0.10, -0.11], [0.05, 0.07, 0.14], [-0.06, -0.10, 0.08], [-0.06, -0.06, 0.15], [0.28, 0.02, 0.02], [0.08, -0.08, -0.31], [0.07, -0.26, -0.02], [0.01, 0.03, 0.23]]}

***

{"formula": "C22H29NO2", "method": "ωB97M-V with the def2-TZVPD basis set", "e_homo_ev": -8.11, "largest_force_ev_per_a": 0.586, "smiles": "CCCN(CCC)C(=O)C[C@H](c1ccccc1)c1ccc(C)cc1O", "orbital_gap_ev": 8.81, "symbols": ["C", "C", "C", "N", "C", "C", "C", "C", "O", "C", "C", "C", "C", "C", "C", "C", "C", "C", "C", "C", "C", "C", "C", "C", "O", "H", "H", "H", "H", "H", "H", "H", "H", "H", "H", "H", "H", "H", "H", "H", "H", "H", "H", "H", "H", "H", "H", "H", "H", "H", "H", "H", "H", "H"], "positions_angstrom": [[-2.38300, -1.91726, 3.55541], [-2.54822, -1.20114, 2.22117], [-2.51002, -2.19557, 1.05341], [-2.47363, -1.55599, -0.24283], [-3.73525, -1.20161, -0.87603], [-4.08406, 0.27974, -0.71474], [-5.40779, 0.60320, -1.39417], [-1.34545, -1.20074, -0.88830], [-1.39596, -0.68170, -1.99773], [-0.01086, -1.49638, -0.22488], [1.06315, -0.53607, -0.75679], [2.47957, -0.99250, -0.50070], [2.82270, -1.92209, 0.47156], [4.14688, -2.27423, 0.67533], [5.14820, -1.69916, -0.08508], [4.81774, -0.76524, -1.05310], [3.49640, -0.41718, -1.25653], [0.87055, 0.84229, -0.14748], [1.32502, 1.08576, 1.14241], [1.21785, 2.33038, 1.72930], [0.65436, 3.38822, 1.02552], [0.57749, 4.75638, 1.63307], [0.17773, 3.15030, -0.25042], [0.25979, 1.89124, -0.84365], [-0.25145, 1.77275, -2.09210], [-1.42324, -2.42732, 3.60264], [-2.43244, -1.20588, 4.37543], [-3.16968, -2.65586, 3.69320], [-3.50027, -0.66897, 2.21076], [-1.75577, -0.45998, 2.09647], [-1.64442, -2.85386, 1.15671], [-3.40154, -2.82851, 1.09190], [-3.64598, -1.42482, -1.94338], [-4.52357, -1.82479, -0.44949], [-4.14179, 0.53301, 0.34550], [-3.28746, 0.87566, -1.16116], [-5.35386, 0.37681, -2.45616], [-5.64300, 1.65806, -1.27989], [-6.21757, 0.02072, -0.95853], [-0.08033, -1.39740, 0.85587], [0.25764, -2.52687, -0.47788], [0.93971, -0.46850, -1.84371], [2.06210, -2.38330, 1.08416], [4.39484, -3.00117, 1.43570], [6.17986, -1.97516, 0.07600], [5.59252, -0.30834, -1.65124], [3.24234, 0.31491, -2.00978], [1.79209, 0.28039, 1.69203], [1.58492, 2.48580, 2.73339], [1.54190, 5.25702, 1.54203], [0.33146, 4.69635, 2.69147], [-0.16937, 5.36457, 1.12923], [-0.27895, 3.94201, -0.82505], [-0.53188, 0.85194, -2.26821]], "forces_ev_per_a": [[-0.06, 0.18, -0.17], [0.03, -0.31, 0.02], [0.16, 0.17, 0.42], [-0.14, -0.05, -0.25], [-0.06, 0.34, -0.23], [-0.12, -0.16, -0.10], [0.21, 0.00, 0.14], [0.07, -0.30, 0.50], [-0.02, 0.21, -0.43], [0.20, 0.16, -0.37], [-0.15, 0.01, 0.03], [0.03, -0.17, -0.08], [-0.09, 0.02, -0.08], [0.13, -0.07, 0.08], [0.08, -0.07, 0.08], [0.02, 0.06, -0.07], [0.02, -0.04, 0.01], [-0.17, 0.04, -0.30], [-0.07, 0.16, 0.06], [0.02, -0.08, 0.09], [-0.07, -0.06, -0.09], [0.06, -0.01, -0.03], [0.00, -0.04, -0.07], [0.05, -0.03, 0.23], [0.06, -0.02, -0.19], [0.11, -0.08, 0.05], [0.00, -0.01, 0.13], [-0.07, -0.11, 0.09], [0.01, 0.09, -0.06], [-0.01, 0.06, -0.08], [-0.08, -0.01, 0.02], [0.12, -0.02, -0.03], [-0.12, -0.03, 0.12], [0.04, -0.03, 0.00], [0.06, 0.01, 0.03], [0.06, 0.00, 0.07], [-0.06, -0.01, -0.14], [-0.10, 0.08, -0.04], [-0.14, -0.04, 0.00], [0.01, -0.12, 0.06], [-0.05, -0.06, 0.10], [0.03, -0.02, 0.20], [-0.11, -0.04, 0.04], [0.02, -0.05, 0.05], [0.08, -0.02, 0.01], [0.06, 0.04, -0.05], [-0.05, 0.09, -0.09], [0.08, -0.07, 0.05], [0.04, 0.02, 0.11], [0.02, 0.10, 0.03], [-0.03, 0.05, 0.06], [-0.04, 0.08, 0.01], [-0.08, 0.11, -0.06], [-0.01, 0.05, 0.14]]}